1.
{
  "formula": "C53H39AsCl3F12GaGeNP2S",
  "method": "the ωB97M-V functional and the def2-TZVPD basis",
  "max_force_ha_per_bohr": 0.0142,
  "total_charge": 2,
  "e_above_lowest_kcal_mol": 6.01,
  "homo_lumo_gap_ev": [6.54, 4.45],
  "homo_energy_ev": [-12.6, -12.6],
  "multiplicity": 2,
  "s2": 0.75,
  "elements": ["Ga", "F", "C", "F", "F", "C", "C", "C", "C", "N", "C", "S", "H", "H", "H", "Cl", "Ge", "Cl", "Cl", "C", "C", "As", "C", "C", "C", "C", "C", "C", "C", "C", "C", "C", "C", "C", "P", "C", "C", "C", "C", "C", "C", "C", "C", "C", "C", "C", "C", "H", "H", "H", "H", "H", "H", "H", "H", "H", "H", "H", "H", "H", "H", "H", "H", "H", "H", "H", "H", "H", "H", "H", "H", "F", "C", "F", "F", "C", "C", "C", "C", "C", "C", "P", "C", "C", "C", "C", "C", "C", "C", "F", "F", "F", "C", "C", "C", "C", "C", "C", "C", "F", "F", "F", "H", "H", "H", "H", "H", "H", "H", "H", "H", "H", "H", "H"],
  "coordinates": [[0.253, -0.399, 0.356], [0.945, 3.270, -2.859], [2.241, 3.171, -2.564], [2.542, 4.159, -1.700], [2.943, 3.377, -3.681], [2.594, 1.836, -1.949], [3.911, 1.404, -2.005], [4.283, 0.204, -1.413], [3.322, -0.513, -0.736], [2.057, -0.088, -0.657], [1.667, 1.045, -1.282], [-0.066, 1.319, -1.109], [4.643, 2.006, -2.528], [5.298, -0.160, -1.470], [3.554, -1.445, -0.245], [-4.353, -1.328, 0.951], [-2.980, 0.096, 0.143], [-2.979, 1.890, 1.301], [-3.521, 0.590, -1.857], [0.315, -0.207, 4.016], [0.908, 0.477, 5.248], [0.614, -0.543, 6.930], [1.856, -2.016, 6.611], [1.687, -3.149, 7.405], [2.522, -4.251, 7.263], [3.532, -4.237, 6.312], [3.714, -3.111, 5.520], [2.887, -2.004, 5.673], [1.739, 0.631, 7.996], [1.195, 1.863, 8.356], [1.931, 2.757, 9.119], [3.209, 2.416, 9.543], [3.747, 1.185, 9.201], [3.016, 0.292, 8.426], [0.946, 0.543, 2.473], [2.730, 0.303, 2.561], [3.224, -0.971, 2.293], [4.565, -1.259, 2.484], [5.420, -0.269, 2.952], [4.932, 1.000, 3.230], [3.588, 1.291, 3.040], [0.594, 2.300, 2.456], [1.324, 3.130, 1.601], [1.032, 4.481, 1.534], [0.015, 5.009, 2.320], [-0.713, 4.186, 3.168], [-0.432, 2.831, 3.234], [-0.777, -0.220, 4.010], [0.646, -1.249, 3.970], [0.470, 1.460, 5.418], [1.980, 0.632, 5.123], [0.897, -3.177, 8.146], [2.381, -5.117, 7.896], [4.187, -5.091, 6.202], [4.521, -3.081, 4.799], [3.076, -1.130, 5.069], [0.184, 2.123, 8.060], [1.501, 3.709, 9.399], [3.779, 3.107, 10.149], [4.736, 0.912, 9.543], [3.446, -0.668, 8.171], [2.560, -1.750, 1.931], [4.942, -2.251, 2.273], [6.468, -0.488, 3.106], [5.597, 1.766, 3.606], [3.210, 2.275, 3.281], [2.126, 2.728, 0.992], [1.598, 5.121, 0.871], [-0.208, 6.065, 2.273], [-1.505, 4.599, 3.779], [-1.018, 2.198, 3.888], [-5.532, -4.975, -2.696], [-4.455, -4.569, -3.381], [-4.836, -3.602, -4.220], [-4.020, -5.605, -4.111], [-3.369, -4.099, -2.436], [-3.023, -4.917, -1.365], [-2.029, -4.524, -0.491], [-1.391, -3.299, -0.680], [-1.727, -2.493, -1.766], [-2.721, -2.896, -2.648], [-0.004, -2.791, 0.349], [-0.335, -3.316, 2.044], [-1.675, -3.348, 2.434], [-2.019, -3.737, 3.716], [-1.027, -4.089, 4.620], [0.311, -4.026, 4.259], [0.657, -3.641, 2.971], [-1.422, -4.528, 6.013], [-2.643, -5.069, 6.022], [-0.563, -5.429, 6.501], [-1.441, -3.481, 6.851], [1.454, -3.578, -0.384], [1.760, -3.177, -1.687], [2.812, -3.761, -2.364], [3.567, -4.746, -1.740], [3.252, -5.172, -0.459], [2.188, -4.595, 0.220], [4.769, -5.325, -2.452], [5.858, -4.582, -2.181], [5.020, -6.574, -2.058], [4.599, -5.325, -3.777], [-3.533, -5.860, -1.219], [-1.761, -5.165, 0.340], [-1.212, -1.555, -1.952], [-2.995, -2.269, -3.484], [-2.463, -3.096, 1.738], [-3.060, -3.783, 4.005], [1.088, -4.285, 4.967], [1.707, -3.598, 2.722], [1.174, -2.411, -2.182], [3.044, -3.460, -3.377], [3.822, -5.966, 0.004], [1.928, -4.972, 1.197]],
  "forces_ev_per_a": [[0.73, 0.02, 0.06], [0.01, 0.00, -0.05], [0.07, 0.04, -0.02], [-0.02, -0.01, -0.02], [-0.03, 0.01, 0.09], [0.06, 0.04, -0.10], [-0.04, -0.04, 0.00], [-0.05, 0.02, -0.01], [0.11, 0.03, 0.00], [-0.13, 0.06, -0.07], [-0.17, -0.04, 0.05], [0.00, -0.13, -0.01], [0.00, 0.01, -0.01], [0.01, -0.01, 0.00], [0.00, -0.02, 0.00], [0.00, 0.03, -0.03], [-0.20, 0.01, -0.05], [0.02, -0.09, 0.02], [0.03, -0.04, 0.09], [0.05, 0.01, 0.01], [0.01, 0.01, -0.04], [-0.12, 0.02, -0.08], [0.03, -0.03, 0.03], [0.02, -0.02, -0.02], [-0.02, 0.04, 0.01], [0.01, -0.02, 0.01], [-0.04, 0.05, -0.01], [-0.05, -0.15, 0.07], [0.01, 0.01, 0.03], [0.03, 0.01, 0.04], [0.01, -0.02, -0.01], [-0.02, 0.01, 0.00], [0.00, -0.03, -0.02], [0.02, 0.06, 0.00], [-0.21, -0.03, 0.12], [-0.02, -0.05, 0.07], [0.11, 0.02, 0.02], [-0.01, 0.00, 0.00], [0.01, -0.02, -0.02], [-0.04, 0.03, -0.01], [0.05, -0.03, 0.00], [0.09, -0.01, -0.09], [-0.05, 0.02, -0.02], [0.01, -0.02, 0.00], [-0.01, -0.02, 0.02], [0.01, 0.01, -0.02], [-0.01, 0.00, 0.02], [-0.01, 0.05, 0.01], [-0.04, -0.01, -0.03], [-0.01, -0.04, 0.00], [0.02, 0.02, 0.05], [-0.02, 0.01, 0.00], [0.00, -0.01, 0.00], [0.00, -0.01, 0.00], [0.03, -0.01, -0.02], [0.02, 0.14, -0.08], [-0.01, 0.00, 0.00], [0.00, 0.01, 0.00], [0.00, 0.01, 0.01], [0.01, 0.00, 0.00], [0.00, -0.01, 0.00], [-0.04, -0.03, 0.00], [0.02, -0.01, -0.01], [0.01, -0.01, 0.00], [0.00, 0.01, 0.01], [0.00, 0.02, 0.00], [0.01, 0.00, 0.01], [0.00, 0.01, -0.01], [-0.01, 0.02, 0.00], [-0.01, 0.01, 0.00], [0.01, 0.00, -0.01], [0.03, 0.00, -0.01], [-0.01, -0.01, -0.02], [0.03, 0.00, 0.03], [-0.01, 0.03, 0.03], [-0.01, 0.00, -0.03], [-0.01, -0.02, -0.01], [0.02, -0.04, 0.07], [0.07, 0.18, -0.18], [-0.05, -0.07, 0.01], [-0.01, 0.03, 0.03], [-0.24, -0.03, -0.03], [0.02, -0.13, -0.03], [-0.03, 0.01, 0.04], [0.02, 0.05, 0.05], [-0.03, 0.00, -0.03], [0.05, -0.05, -0.06], [-0.04, 0.04, 0.10], [0.03, 0.02, 0.04], [-0.04, -0.05, -0.03], [0.02, 0.00, 0.00], [0.02, 0.05, 0.01], [-0.07, 0.05, 0.04], [0.02, 0.05, 0.03], [0.03, 0.00, -0.01], [-0.01, 0.00, 0.01], [-0.01, 0.01, -0.02], [0.02, -0.03, 0.00], [0.01, -0.03, -0.03], [-0.01, 0.01, 0.00], [0.00, 0.02, 0.00], [0.00, 0.00, 0.04], [-0.01, -0.01, 0.00], [0.00, -0.01, -0.02], [-0.02, 0.04, 0.03], [-0.01, 0.01, -0.02], [0.00, 0.01, -0.02], [-0.01, -0.01, 0.01], [-0.03, -0.01, 0.00], [0.04, 0.01, -0.02], [0.00, -0.01, 0.00], [0.01, 0.00, -0.01], [0.01, -0.01, 0.00], [-0.02, 0.00, 0.00]],
  "lowdin_charge": [0.1780, 0.1298, -0.5978, 0.1555, 0.1738, -0.0878, 0.0589, 0.0117, -0.0933, -0.0443, -0.5873, 0.7460, 0.1463, 0.1279, 0.1120, 0.2145, -0.2450, 0.2279, 0.2157, -0.3611, -0.4206, 1.3263, -0.4263, -0.1353, -0.0731, -0.0745, -0.0829, -0.1173, -0.4176, -0.1357, -0.0772, -0.0747, -0.0734, -0.0994, 1.0207, -0.3642, -0.1444, -0.0769, -0.0382, -0.0319, -0.0610, -0.3782, -0.1114, -0.0410, -0.0334, -0.0556, -0.1288, 0.0952, 0.0529, 0.0561, 0.0548, 0.1018, 0.1173, 0.1115, 0.0940, 0.0788, 0.0953, 0.1084, 0.1097, 0.1087, 0.0940, 0.0761, 0.1177, 0.1214, 0.1220, 0.1169, 0.1025, 0.1153, 0.1210, 0.1206, 0.1003, 0.1647, -0.5913, 0.1605, 0.1688, -0.0765, 0.0325, -0.0456, -0.3668, -0.1357, 0.0097, 1.0491, -0.3447, -0.0838, 0.0335, -0.0712, 0.0213, -0.0834, -0.5900, 0.1653, 0.1625, 0.1360, -0.3286, -0.0866, 0.0208, -0.0848, 0.0266, -0.0419, -0.5923, 0.1554, 0.1674, 0.1651, 0.1418, 0.1244, 0.0656, 0.1283, 0.0484, 0.1389, 0.1094, 0.0915, 0.1111, 0.1382, 0.1367, 0.1019]
}



2.
{
  "formula": "C33H28CrN2O2",
  "method": "the ωB97M-V functional and the def2-TZVPD basis",
  "max_force_ha_per_bohr": 0.0032,
  "total_charge": -2,
  "homo_lumo_gap_ev": [3.86, 4.01],
  "homo_energy_ev": [0.6, 0.4],
  "multiplicity": 5,
  "s2": 6.02,
  "elements": ["Cr", "C", "C", "C", "C", "C", "C", "H", "H", "H", "H", "H", "H", "C", "C", "O", "C", "C", "C", "N", "N", "C", "O", "C", "C", "C", "C", "C", "C", "H", "H", "H", "H", "H", "H", "H", "H", "H", "H", "H", "H", "C", "C", "C", "C", "C", "C", "C", "C", "C", "C", "C", "C", "C", "C", "C", "H", "H", "H", "H", "H", "H", "H", "H", "H", "H"],
  "coordinates": [[-1.340, 0.111, 1.832], [1.150, -0.370, -1.175], [-0.236, -0.273, -1.224], [-0.851, 0.962, -1.061], [-0.083, 2.101, -0.848], [1.299, 2.003, -0.805], [1.917, 0.767, -0.966], [1.629, -1.339, -1.253], [-0.839, -1.167, -1.340], [-1.930, 1.040, -1.028], [-0.577, 3.044, -0.651], [1.896, 2.884, -0.603], [2.995, 0.686, -0.887], [-4.363, -2.679, 0.516], [-2.992, -2.210, 0.954], [-2.927, -0.970, 1.237], [-1.953, -3.124, 1.001], [-0.606, -2.836, 1.380], [0.407, -3.948, 1.284], [-0.234, -1.654, 1.772], [1.130, -1.502, 2.041], [1.383, -0.243, 2.279], [0.533, 0.713, 2.303], [2.814, 0.120, 2.529], [3.825, -0.839, 2.555], [5.143, -0.463, 2.765], [5.467, 0.877, 2.950], [4.463, 1.835, 2.924], [3.142, 1.459, 2.715], [-4.676, -2.098, -0.354], [-5.081, -2.474, 1.312], [-4.382, -3.741, 0.272], [-2.172, -4.145, 0.716], [-0.077, -4.884, 1.008], [0.938, -4.064, 2.229], [1.165, -3.696, 0.539], [3.552, -1.875, 2.401], [5.922, -1.216, 2.783], [6.498, 1.171, 3.113], [4.707, 2.881, 3.066], [2.341, 2.186, 2.687], [-2.256, 1.961, 1.834], [-2.681, 3.114, 1.821], [-3.168, 4.460, 1.813], [-2.199, 5.503, 2.013], [-0.807, 5.212, 1.920], [0.165, 6.173, 2.107], [-0.163, 7.493, 2.425], [-1.512, 7.795, 2.578], [-2.498, 6.842, 2.386], [-4.572, 4.655, 1.579], [-5.471, 3.555, 1.687], [-6.825, 3.680, 1.454], [-7.395, 4.899, 1.079], [-6.535, 5.981, 0.919], [-5.175, 5.871, 1.154], [-0.522, 4.189, 1.705], [1.208, 5.886, 2.010], [0.604, 8.245, 2.572], [-1.808, 8.799, 2.872], [-3.523, 7.123, 2.583], [-5.053, 2.593, 1.955], [-7.456, 2.803, 1.565], [-8.459, 4.993, 0.897], [-6.929, 6.937, 0.583], [-4.552, 6.730, 0.948]],
  "forces_ev_per_a": [[-0.04, 0.13, -0.09], [0.00, 0.01, 0.00], [0.02, 0.01, -0.02], [-0.03, -0.02, 0.03], [0.03, 0.00, 0.01], [-0.01, 0.00, -0.01], [0.00, 0.00, 0.00], [0.00, 0.00, 0.00], [0.00, 0.01, 0.00], [0.00, 0.00, -0.02], [0.00, 0.00, 0.00], [0.00, 0.00, 0.00], [0.00, 0.00, 0.00], [0.00, -0.01, -0.01], [0.02, 0.04, -0.01], [-0.06, -0.06, 0.00], [-0.03, -0.03, 0.01], [0.05, -0.04, 0.01], [0.00, 0.02, -0.02], [0.05, -0.05, -0.02], [-0.02, -0.02, -0.01], [0.05, 0.02, 0.04], [0.00, -0.02, 0.02], [-0.02, -0.01, -0.02], [0.01, 0.01, -0.01], [-0.01, 0.00, 0.00], [0.02, 0.00, 0.00], [-0.02, 0.00, 0.00], [0.02, 0.00, 0.00], [0.01, 0.00, 0.00], [0.00, 0.00, 0.01], [0.00, 0.00, 0.00], [0.00, 0.00, 0.00], [0.00, 0.00, 0.01], [-0.01, 0.00, 0.01], [0.00, 0.00, 0.01], [0.00, 0.00, 0.00], [0.00, 0.00, 0.00], [0.00, 0.00, 0.00], [0.00, 0.00, 0.00], [0.00, 0.00, 0.00], [0.03, 0.03, 0.09], [-0.08, -0.02, 0.04], [0.05, 0.01, -0.07], [0.01, 0.01, 0.01], [-0.02, -0.01, 0.00], [0.01, 0.00, 0.01], [0.00, 0.00, 0.00], [0.00, 0.01, 0.00], [-0.01, -0.01, -0.01], [-0.01, 0.00, -0.02], [0.01, 0.00, 0.00], [-0.01, 0.00, 0.00], [0.01, 0.00, 0.00], [-0.01, 0.00, 0.00], [0.01, -0.01, 0.01], [0.01, 0.00, 0.00], [0.00, 0.00, 0.00], [0.00, 0.00, 0.00], [0.00, 0.00, 0.00], [0.00, 0.01, 0.00], [-0.01, 0.00, 0.00], [0.00, 0.00, 0.00], [0.00, 0.00, 0.00], [0.00, 0.00, 0.00], [0.00, 0.01, 0.00]],
  "lowdin_charge": [0.7139, -0.1085, -0.1055, -0.1118, -0.0857, -0.0924, -0.1100, 0.0936, 0.0995, 0.1040, 0.1034, 0.0982, 0.0952, -0.0402, -0.4879, -0.1581, -0.0558, -0.3496, -0.0550, -0.0590, 0.0630, -0.4898, -0.1475, -0.1380, -0.0425, -0.1124, -0.1258, -0.0963, -0.0205, 0.0779, 0.0768, 0.0603, 0.0753, 0.0584, 0.0679, 0.0680, 0.0995, 0.0866, 0.0847, 0.0933, 0.1169, -0.1145, -0.2198, -0.2242, -0.1843, -0.0517, -0.1390, -0.1713, -0.1533, -0.0764, -0.1875, -0.0521, -0.1428, -0.1737, -0.1546, -0.0765, 0.0835, 0.0816, 0.0647, 0.0786, 0.0786, 0.0893, 0.0812, 0.0638, 0.0783, 0.0780]
}